Record 1
A single CH5NOS molecule, computed with wB97M-V/def2-TZVPD.

Geometry (Å):
S1 -1.10521 -0.10410 0.15582
O1 -2.04408 1.06430 -0.08269
N1 -1.31207 -1.55828 -0.13393
C1 0.72374 0.52009 -0.11469
H1 -0.66758 -0.17183 1.62224
H2 1.10856 0.24835 0.87128
H3 1.31974 0.12202 -0.96503
H4 -1.90324 -1.97122 -0.70107
H5 0.52407 1.60871 -0.16772

Atomic forces in eV per Å
0.97 2.28 2.43
2.25 -3.11 0.32
3.60 2.74 3.28
-1.65 0.16 -0.40
-1.58 0.29 -2.10
0.32 0.03 -0.43
-0.74 0.21 0.59
-3.63 -2.02 -3.59
0.47 -0.58 -0.09

Results
SMILES ... C[S@H](=N)=O
Kohn-Sham gap ... 10.331 eV
Total charge ... 0
E_LUMO ... 0.63 eV
Energy above the lowest of the compared OMol25 structures with the same formula, charge and spin ... 3.743 eV
Largest force on an atom ... 5.6 eV/A



Record 2
2 unconnected molecules or ions with the total composition CH5NOS, computed with wB97M-V/def2-TZVPD.

Geometry (Å):
S1 1.08834 0.30822 0.39166
O1 1.97595 0.59750 -0.72836
N1 -1.43449 1.46561 -0.13501
C1 0.37054 -1.27899 0.01769
H1 -0.26678 -1.61780 0.73865
H2 -0.85664 2.35697 0.11148
H3 -1.92969 1.29833 0.80931
H4 1.04482 -2.03443 -0.19638
H5 0.00796 -1.09542 -1.00904

Atomic forces in eV per Å
-0.87 -0.27 1.37
0.83 0.42 -1.09
0.87 1.30 2.19
0.59 1.95 -2.84
-2.21 -0.53 1.66
-1.23 -1.64 -0.61
0.82 0.20 -1.53
2.15 -1.32 0.19
-0.95 -0.12 0.65

Results
Kohn-Sham gap (alpha / beta) ... 9.445 / 8.054 eV
Total charge ... 0
E_LUMO (alpha / beta) ... -0.69 / -0.64 eV
Energy above the lowest of the compared OMol25 structures with the same formula, charge and spin ... 3.833 eV
Largest force on an atom ... 3.5 eV/A



Record 3
2 unconnected molecules or ions with the total composition CH5NOS2, computed with wB97M-V/def2-TZVPD.

Geometry (Å):
S1 -1.38017 -1.08945 -0.43747
S2 2.30176 0.15421 -0.60863
O1 -0.81262 -1.34961 0.88785
N1 1.74812 -0.30678 0.85492
C1 -1.28849 0.70037 -0.67819
H1 -1.71010 1.44388 0.06256
H2 0.84558 -0.75344 0.79300
H3 -0.13964 0.97122 -0.87525
H4 -1.89096 0.74801 -1.61920
H5 2.32651 -0.51841 1.62042

Atomic forces in eV per Å
-0.79 1.34 -0.86
0.55 0.18 0.02
0.51 -0.90 1.56
-0.77 0.21 -1.54
1.32 0.85 -1.15
0.31 -1.41 -0.45
-0.13 -0.08 0.90
-2.53 -0.56 0.24
0.66 0.54 0.43
0.87 -0.18 0.84

Results
Kohn-Sham gap (alpha / beta) ... 8.022 / 7.072 eV
Total charge ... 0
E_LUMO (alpha / beta) ... -0.65 / -1.25 eV
Energy above the lowest of the compared OMol25 structures with the same formula, charge and spin ... 2.795 eV
Largest force on an atom ... 2.6 eV/A



Record 4
2 unconnected molecules or ions with the total composition CH5NOS2, computed with wB97M-V/def2-TZVPD.

Geometry (Å):
S1 1.15503 1.87828 -1.30716
S2 -0.85392 1.95207 -0.67878
O1 1.17740 -0.73801 1.64106
N1 -0.49075 -1.65096 0.25812
C1 0.04083 -1.05376 1.46498
H1 1.22150 3.12154 -1.75067
H2 -1.12075 0.77694 -1.24944
H3 -0.77186 -0.95520 2.19528
H4 -0.45713 -0.94526 -0.47433
H5 0.09965 -2.38563 -0.09907

Atomic forces in eV per Å
-0.18 -0.36 0.53
0.59 -0.04 0.00
-0.04 -0.09 0.18
-0.14 0.32 -0.13
-0.29 -0.41 -0.63
-0.12 0.43 -0.33
-0.35 0.07 -0.25
0.21 0.32 0.35
-0.15 0.01 0.12
0.48 -0.24 0.16

Results
SMILES ... NC=O.SS
Kohn-Sham gap ... 9.248 eV
Total charge ... 0
E_LUMO ... 0.10 eV
Energy above the lowest of the compared OMol25 structures with the same formula, charge and spin ... 1.068 eV
Largest force on an atom ... 0.8 eV/A



> Which value of total charge does entry 1 give?

0



> What is the total charge in the second record?

0



> Look up the total charge of the first one.

0